C40H27Cl2MnN4O3S as an isolated structure, computed with the ωB97M-V functional and the def2-TZVPD basis.

Computed properties:
⟨S²⟩	6.18
ΔE to the lowest compared entry with this formula, charge and spin	6.9	kcal/mol
LUMO (spin up / spin down)	-0.481 / -0.214	eV
HOMO-LUMO gap (spin up / spin down)	6.6 / 6.9	eV
multiplicity	5

CARTESIAN COORDINATES (ANGSTROEM)
Mn1 0.023 1.296 0.509
Cl1 -4.364 5.604 -2.332
C1 -2.889 4.757 -1.999
C2 -2.754 4.121 -0.770
C3 -1.585 3.435 -0.482
N1 -1.317 2.750 0.711
C4 -1.939 2.968 1.875
O1 -2.863 3.732 2.126
C5 -1.339 2.159 3.014
C6 -1.980 2.143 4.244
C7 -1.440 1.381 5.264
C8 -0.272 0.667 5.030
C9 0.308 0.749 3.778
N2 -0.209 1.481 2.791
C10 -0.540 3.377 -1.434
C11 -0.685 4.025 -2.651
C12 -1.862 4.711 -2.928
Cl2 -2.012 5.497 -4.466
N3 0.557 2.616 -1.016
C13 1.786 2.758 -1.522
O2 2.158 3.342 -2.535
C14 2.836 2.121 -0.625
C15 4.153 2.039 -1.059
C16 5.105 1.517 -0.203
C17 4.712 1.096 1.061
C18 3.376 1.206 1.402
N4 2.453 1.706 0.584
H1 -3.547 4.176 -0.042
H2 -2.884 2.724 4.356
H3 -1.921 1.341 6.232
H4 0.183 0.060 5.800
H5 1.220 0.210 3.549
H6 0.112 4.000 -3.376
H7 4.388 2.404 -2.049
H8 6.141 1.445 -0.509
H9 5.421 0.691 1.769
H10 3.029 0.881 2.377
O3 1.028 -0.509 0.373
S1 0.722 -1.893 0.910
C19 0.017 -2.800 -0.453
C20 0.208 -2.355 -1.749
C21 -0.366 -3.071 -2.788
C22 -1.116 -4.208 -2.520
C23 -1.303 -4.635 -1.212
C24 -0.740 -3.923 -0.165
C25 2.339 -2.650 0.962
C26 2.571 -3.642 1.899
C27 3.822 -4.245 1.944
C28 4.817 -3.837 1.069
C29 4.573 -2.826 0.145
C30 3.327 -2.225 0.085
H11 0.775 -1.452 -1.938
H12 -0.243 -2.724 -3.805
H13 -1.570 -4.756 -3.335
H14 -1.901 -5.513 -1.006
H15 -0.906 -4.231 0.861
H16 1.790 -3.941 2.588
H17 4.019 -5.024 2.668
H18 5.793 -4.304 1.109
H19 5.356 -2.504 -0.528
H20 3.122 -1.423 -0.613
C31 -3.269 -0.685 -3.600
C32 -2.216 0.241 -3.455
C33 -1.679 0.490 -2.224
C34 -2.164 -0.164 -1.063
C35 -1.622 0.070 0.236
C36 -2.128 -0.621 1.308
C37 -3.176 -1.560 1.150
C38 -3.709 -1.794 -0.081
C39 -3.217 -1.104 -1.216
C40 -3.753 -1.343 -2.506
H21 -3.695 -0.869 -4.578
H22 -1.835 0.765 -4.323
H23 -0.869 1.201 -2.131
H24 -1.732 -0.476 2.305
H25 -3.554 -2.085 2.020
H26 -4.517 -2.505 -0.212
H27 -4.564 -2.056 -2.605

C40H28AsN3O7SV as an isolated structure at a distorted geometry, computed with the ωB97M-V functional and the def2-TZVPD basis.

Computed properties:
⟨S²⟩	2.01
ΔE to the lowest compared entry with this formula, charge and spin	26.5	kcal/mol
charge	-1
LUMO (spin up / spin down)	2.081 / 2.080	eV
HOMO-LUMO gap (spin up / spin down)	7.1 / 7.2	eV
multiplicity	3

CARTESIAN COORDINATES (ANGSTROEM)
V1 -1.123 0.863 0.264
O1 -1.932 4.036 5.344
C1 -1.790 3.323 4.284
C2 -2.008 1.910 4.218
C3 -1.735 1.260 3.024
N1 -1.346 1.930 1.933
C4 -1.206 3.247 1.952
C5 -1.368 3.986 3.100
C6 -0.790 3.697 0.516
O2 -0.603 4.883 0.276
O3 -0.570 2.741 -0.336
C7 -1.851 -0.202 2.841
O4 -2.412 -0.933 3.630
O5 -1.505 -0.656 1.595
H1 -2.498 3.629 6.062
H2 -2.338 1.324 5.094
H3 -1.232 5.034 3.012
S1 -3.226 1.172 -0.877
C8 -4.155 -0.286 -0.476
C9 -5.481 -0.074 -0.023
C10 -6.331 -1.184 0.215
C11 -5.885 -2.459 -0.056
C12 -4.557 -2.637 -0.428
C13 -3.695 -1.603 -0.748
As1 -1.780 -1.457 -1.280
C14 -2.102 -1.328 -3.190
C15 -1.627 -0.277 -3.990
C16 -1.800 -0.323 -5.411
C17 -2.154 -1.523 -5.999
C18 -2.638 -2.574 -5.196
C19 -2.659 -2.477 -3.827
C20 -1.346 -3.383 -0.986
C21 -1.825 -4.099 0.086
C22 -1.704 -5.486 0.107
C23 -0.970 -6.139 -0.871
C24 -0.405 -5.404 -1.895
C25 -0.507 -4.022 -1.921
H4 -5.789 0.960 -0.030
H5 -7.315 -0.997 0.646
H6 -6.499 -3.392 -0.037
H7 -4.195 -3.667 -0.475
H8 -1.179 0.575 -3.528
H9 -1.717 0.594 -6.017
H10 -2.233 -1.570 -7.128
H11 -3.086 -3.462 -5.717
H12 -3.193 -3.232 -3.225
H13 -2.281 -3.588 0.914
H14 -2.287 -6.052 0.811
H15 -0.856 -7.214 -0.785
H16 0.089 -5.939 -2.702
H17 -0.003 -3.419 -2.671
O6 1.128 -0.338 -1.817
C26 1.647 0.174 -0.851
N2 2.997 0.317 -0.708
C27 3.364 1.131 0.454
C28 1.939 1.129 1.175
O7 1.777 1.480 2.337
N3 0.975 0.699 0.263
C29 4.329 0.460 1.395
C30 4.203 -0.923 1.619
C31 5.170 -1.571 2.400
C32 6.177 -0.836 3.097
C33 6.203 0.553 3.009
C34 5.283 1.190 2.167
C35 3.724 2.545 0.056
C36 5.092 2.932 -0.084
C37 5.333 4.195 -0.608
C38 4.400 5.154 -0.869
C39 3.037 4.726 -0.888
C40 2.711 3.429 -0.433
H18 3.611 0.079 -1.481
H19 3.416 -1.546 1.168
H20 5.118 -2.633 2.512
H21 6.942 -1.355 3.704
H22 6.993 1.160 3.464
H23 5.315 2.239 2.100
H24 6.002 2.380 0.165
H25 6.354 4.441 -0.811
H26 4.581 6.197 -1.098
H27 2.223 5.370 -1.100
H28 1.652 3.118 -0.435

C40H29BF4N6PSSeSn as an isolated structure, computed with the ωB97M-V functional and the def2-TZVPD basis.

Computed properties:
ΔE to the lowest compared entry with this formula, charge and spin	1.2	kcal/mol
charge	+3
LUMO	-9.420	eV
HOMO-LUMO gap	6.1	eV
multiplicity	1

CARTESIAN COORDINATES (ANGSTROEM)
Sn1 -1.486 1.185 -0.789
Se1 -4.301 8.474 0.332
N1 -2.677 7.790 0.356
C1 -2.818 6.507 0.162
C2 -1.695 5.576 0.111
C3 -0.369 5.987 0.291
C4 0.640 5.050 0.247
C5 0.311 3.728 0.000
N2 -0.950 3.321 -0.194
C6 -1.955 4.232 -0.123
C7 -3.321 3.755 -0.294
N3 -3.467 2.439 -0.519
C8 -4.688 1.930 -0.685
C9 -5.831 2.718 -0.628
C10 -5.692 4.070 -0.405
C11 -4.410 4.611 -0.234
C12 -4.164 6.031 -0.007
N4 -5.107 6.931 0.050
H1 -0.171 7.038 0.469
H2 1.676 5.326 0.396
H3 1.081 2.970 -0.039
H4 -4.754 0.869 -0.881
H5 -6.803 2.265 -0.768
H6 -6.548 4.734 -0.361
C13 -4.037 -6.270 -0.023
C14 -3.128 -6.346 1.025
C15 -2.007 -5.534 1.028
C16 -1.817 -4.638 -0.029
C17 -2.717 -4.578 -1.103
C18 -3.832 -5.392 -1.087
P1 -0.452 -3.553 -0.073
C19 0.400 -3.536 -1.615
C20 1.196 -4.644 -1.924
C21 1.815 -4.717 -3.161
C22 1.636 -3.693 -4.084
C23 0.842 -2.594 -3.775
C24 0.215 -2.511 -2.542
C25 0.573 -3.529 1.348
C26 1.963 -3.575 1.211
C27 2.753 -3.521 2.347
C28 2.162 -3.414 3.601
C29 0.776 -3.370 3.734
C30 -0.028 -3.436 2.611
H7 -4.908 -6.913 -0.022
H8 -3.293 -7.040 1.840
H9 -1.286 -5.609 1.833
H10 -2.537 -3.915 -1.942
H11 -4.539 -5.355 -1.906
H12 1.326 -5.450 -1.206
H13 2.426 -5.576 -3.409
H14 2.109 -3.758 -5.057
H15 0.704 -1.807 -4.506
H16 -0.418 -1.671 -2.310
H17 2.420 -3.663 0.232
H18 3.831 -3.581 2.258
H19 2.785 -3.382 4.487
H20 0.325 -3.305 4.716
H21 -1.109 -3.418 2.714
F1 -1.128 -2.104 -0.038
B1 -3.331 -1.391 1.088
F2 -2.644 -0.311 1.516
F3 -3.371 -2.482 1.815
F4 -3.866 -1.335 -0.130
S1 5.200 0.653 1.010
C31 3.525 0.655 0.460
C32 2.528 0.283 1.363
C33 1.206 0.336 0.976
N5 0.827 0.706 -0.258
C34 1.786 1.008 -1.148
C35 3.127 0.994 -0.836
C36 5.721 2.296 0.521
C37 5.870 3.229 1.537
C38 6.211 4.529 1.180
N6 6.390 4.915 -0.085
C39 6.296 3.990 -1.041
C40 5.977 2.660 -0.792
H22 2.788 -0.007 2.374
H23 0.414 0.105 1.679
H24 1.455 1.275 -2.147
H25 3.856 1.237 -1.597
H26 5.723 2.957 2.575
H27 6.332 5.292 1.942
H28 6.489 4.323 -2.056
H29 5.969 1.945 -1.605

Repeat the third record exactly.
C40H29BF4N6PSSeSn as an isolated structure, computed with the ωB97M-V functional and the def2-TZVPD basis.

Computed properties:
ΔE to the lowest compared entry with this formula, charge and spin	1.2	kcal/mol
charge	+3
LUMO	-9.420	eV
HOMO-LUMO gap	6.1	eV
multiplicity	1

CARTESIAN COORDINATES (ANGSTROEM)
Sn1 -1.486 1.185 -0.789
Se1 -4.301 8.474 0.332
N1 -2.677 7.790 0.356
C1 -2.818 6.507 0.162
C2 -1.695 5.576 0.111
C3 -0.369 5.987 0.291
C4 0.640 5.050 0.247
C5 0.311 3.728 0.000
N2 -0.950 3.321 -0.194
C6 -1.955 4.232 -0.123
C7 -3.321 3.755 -0.294
N3 -3.467 2.439 -0.519
C8 -4.688 1.930 -0.685
C9 -5.831 2.718 -0.628
C10 -5.692 4.070 -0.405
C11 -4.410 4.611 -0.234
C12 -4.164 6.031 -0.007
N4 -5.107 6.931 0.050
H1 -0.171 7.038 0.469
H2 1.676 5.326 0.396
H3 1.081 2.970 -0.039
H4 -4.754 0.869 -0.881
H5 -6.803 2.265 -0.768
H6 -6.548 4.734 -0.361
C13 -4.037 -6.270 -0.023
C14 -3.128 -6.346 1.025
C15 -2.007 -5.534 1.028
C16 -1.817 -4.638 -0.029
C17 -2.717 -4.578 -1.103
C18 -3.832 -5.392 -1.087
P1 -0.452 -3.553 -0.073
C19 0.400 -3.536 -1.615
C20 1.196 -4.644 -1.924
C21 1.815 -4.717 -3.161
C22 1.636 -3.693 -4.084
C23 0.842 -2.594 -3.775
C24 0.215 -2.511 -2.542
C25 0.573 -3.529 1.348
C26 1.963 -3.575 1.211
C27 2.753 -3.521 2.347
C28 2.162 -3.414 3.601
C29 0.776 -3.370 3.734
C30 -0.028 -3.436 2.611
H7 -4.908 -6.913 -0.022
H8 -3.293 -7.040 1.840
H9 -1.286 -5.609 1.833
H10 -2.537 -3.915 -1.942
H11 -4.539 -5.355 -1.906
H12 1.326 -5.450 -1.206
H13 2.426 -5.576 -3.409
H14 2.109 -3.758 -5.057
H15 0.704 -1.807 -4.506
H16 -0.418 -1.671 -2.310
H17 2.420 -3.663 0.232
H18 3.831 -3.581 2.258
H19 2.785 -3.382 4.487
H20 0.325 -3.305 4.716
H21 -1.109 -3.418 2.714
F1 -1.128 -2.104 -0.038
B1 -3.331 -1.391 1.088
F2 -2.644 -0.311 1.516
F3 -3.371 -2.482 1.815
F4 -3.866 -1.335 -0.130
S1 5.200 0.653 1.010
C31 3.525 0.655 0.460
C32 2.528 0.283 1.363
C33 1.206 0.336 0.976
N5 0.827 0.706 -0.258
C34 1.786 1.008 -1.148
C35 3.127 0.994 -0.836
C36 5.721 2.296 0.521
C37 5.870 3.229 1.537
C38 6.211 4.529 1.180
N6 6.390 4.915 -0.085
C39 6.296 3.990 -1.041
C40 5.977 2.660 -0.792
H22 2.788 -0.007 2.374
H23 0.414 0.105 1.679
H24 1.455 1.275 -2.147
H25 3.856 1.237 -1.597
H26 5.723 2.957 2.575
H27 6.332 5.292 1.942
H28 6.489 4.323 -2.056
H29 5.969 1.945 -1.605

> The lowest ΔE to the lowest compared entry with this formula, charge and spin belongs to which entry?

C40H29BF4N6PSSeSn

Please write out number 1 again, unchanged.
C40H27Cl2MnN4O3S as an isolated structure, computed with the ωB97M-V functional and the def2-TZVPD basis.

Computed properties:
⟨S²⟩	6.18
ΔE to the lowest compared entry with this formula, charge and spin	6.9	kcal/mol
LUMO (spin up / spin down)	-0.481 / -0.214	eV
HOMO-LUMO gap (spin up / spin down)	6.6 / 6.9	eV
multiplicity	5

CARTESIAN COORDINATES (ANGSTROEM)
Mn1 0.023 1.296 0.509
Cl1 -4.364 5.604 -2.332
C1 -2.889 4.757 -1.999
C2 -2.754 4.121 -0.770
C3 -1.585 3.435 -0.482
N1 -1.317 2.750 0.711
C4 -1.939 2.968 1.875
O1 -2.863 3.732 2.126
C5 -1.339 2.159 3.014
C6 -1.980 2.143 4.244
C7 -1.440 1.381 5.264
C8 -0.272 0.667 5.030
C9 0.308 0.749 3.778
N2 -0.209 1.481 2.791
C10 -0.540 3.377 -1.434
C11 -0.685 4.025 -2.651
C12 -1.862 4.711 -2.928
Cl2 -2.012 5.497 -4.466
N3 0.557 2.616 -1.016
C13 1.786 2.758 -1.522
O2 2.158 3.342 -2.535
C14 2.836 2.121 -0.625
C15 4.153 2.039 -1.059
C16 5.105 1.517 -0.203
C17 4.712 1.096 1.061
C18 3.376 1.206 1.402
N4 2.453 1.706 0.584
H1 -3.547 4.176 -0.042
H2 -2.884 2.724 4.356
H3 -1.921 1.341 6.232
H4 0.183 0.060 5.800
H5 1.220 0.210 3.549
H6 0.112 4.000 -3.376
H7 4.388 2.404 -2.049
H8 6.141 1.445 -0.509
H9 5.421 0.691 1.769
H10 3.029 0.881 2.377
O3 1.028 -0.509 0.373
S1 0.722 -1.893 0.910
C19 0.017 -2.800 -0.453
C20 0.208 -2.355 -1.749
C21 -0.366 -3.071 -2.788
C22 -1.116 -4.208 -2.520
C23 -1.303 -4.635 -1.212
C24 -0.740 -3.923 -0.165
C25 2.339 -2.650 0.962
C26 2.571 -3.642 1.899
C27 3.822 -4.245 1.944
C28 4.817 -3.837 1.069
C29 4.573 -2.826 0.145
C30 3.327 -2.225 0.085
H11 0.775 -1.452 -1.938
H12 -0.243 -2.724 -3.805
H13 -1.570 -4.756 -3.335
H14 -1.901 -5.513 -1.006
H15 -0.906 -4.231 0.861
H16 1.790 -3.941 2.588
H17 4.019 -5.024 2.668
H18 5.793 -4.304 1.109
H19 5.356 -2.504 -0.528
H20 3.122 -1.423 -0.613
C31 -3.269 -0.685 -3.600
C32 -2.216 0.241 -3.455
C33 -1.679 0.490 -2.224
C34 -2.164 -0.164 -1.063
C35 -1.622 0.070 0.236
C36 -2.128 -0.621 1.308
C37 -3.176 -1.560 1.150
C38 -3.709 -1.794 -0.081
C39 -3.217 -1.104 -1.216
C40 -3.753 -1.343 -2.506
H21 -3.695 -0.869 -4.578
H22 -1.835 0.765 -4.323
H23 -0.869 1.201 -2.131
H24 -1.732 -0.476 2.305
H25 -3.554 -2.085 2.020
H26 -4.517 -2.505 -0.212
H27 -4.564 -2.056 -2.605

> What is the formula in the first record?

C40H27Cl2MnN4O3S